{
  "formula": "C38H67F15O19",
  "method": "ωB97M-V with the def2-TZVPD basis set",
  "de_lowest_ev": 3.627,
  "smiles": "CCOC(=O)C(F)(F)F.CCOC(=O)C(F)(F)F.CCOC(=O)C(F)(F)F.CCOC(=O)C(F)(F)F.CCOC(=O)C(F)(F)F.COCCOCCOC.COCCOCCOC.COCCOCCOC",
  "molar_mass_g_mol": 1112.91,
  "lumo_ev": 0.6,
  "homo_ev": -9.3,
  "elements": ["C", "O", "C", "C", "O", "C", "C", "O", "C", "H", "H", "H", "H", "H", "H", "H", "H", "H", "H", "H", "H", "H", "H", "C", "O", "C", "C", "O", "C", "C", "O", "C", "H", "H", "H", "H", "H", "H", "H", "H", "H", "H", "H", "H", "H", "H", "C", "O", "C", "C", "O", "C", "C", "O", "C", "H", "H", "H", "H", "H", "H", "H", "H", "H", "H", "H", "H", "H", "H", "C", "C", "O", "C", "O", "C", "F", "F", "F", "H", "H", "H", "H", "H", "C", "C", "O", "C", "O", "C", "F", "F", "F", "H", "H", "H", "H", "H", "C", "C", "O", "C", "O", "C", "F", "F", "F", "H", "H", "H", "H", "H", "C", "C", "O", "C", "O", "C", "F", "F", "F", "H", "H", "H", "H", "H", "C", "C", "O", "C", "O", "C", "F", "F", "F", "H", "H", "H", "H", "H"],
  "coordinates": [[-4.837521, 6.070780, 4.835196], [-3.767316, 5.263310, 4.359277], [-2.897356, 6.053564, 3.547520], [-3.392408, 6.262564, 2.084227], [-3.689015, 5.132534, 1.339547], [-2.647165, 4.121143, 1.311661], [-3.165752, 3.114652, 0.327069], [-2.143644, 2.225844, -0.099201], [-2.428712, 1.337515, -1.142182], [-5.322309, 6.607933, 4.018852], [-4.472994, 6.750095, 5.610535], [-5.584897, 5.433260, 5.306901], [-1.923688, 5.554566, 3.520360], [-2.558931, 7.046313, 3.864692], [-2.705477, 6.963331, 1.597608], [-4.249099, 6.879947, 2.372165], [-2.436418, 3.851497, 2.344030], [-1.769653, 4.652094, 0.929630], [-3.484127, 3.632779, -0.584229], [-4.037348, 2.527075, 0.630610], [-2.929014, 1.755465, -2.022936], [-3.181141, 0.640604, -0.745009], [-1.592635, 0.726524, -1.462860], [-3.556374, -2.208443, -5.382164], [-2.791776, -1.058142, -5.686757], [-3.533324, 0.138913, -5.530654], [-2.618864, 1.314121, -5.768034], [-1.665703, 1.519303, -4.749180], [-0.455008, 0.812676, -4.972471], [0.416191, 0.801157, -3.732560], [1.001936, 2.077359, -3.458921], [0.185366, 3.190886, -3.108003], [-2.986394, -3.126715, -5.507543], [-4.321386, -2.241585, -6.168810], [-4.023367, -2.173390, -4.396825], [-4.078936, 0.035391, -4.582574], [-4.373747, 0.125578, -6.243120], [-3.160659, 2.203771, -6.087349], [-2.095646, 0.971261, -6.670326], [0.245554, 1.067711, -5.775334], [-0.766195, -0.218688, -5.159437], [1.189911, 0.038420, -3.836906], [-0.087943, 0.456530, -2.823117], [0.924390, 3.934045, -2.814088], [-0.564556, 3.052254, -2.324931], [-0.345068, 3.484195, -4.016492], [3.998556, 4.888495, 3.050971], [5.282288, 5.381735, 3.458428], [5.970557, 6.035089, 2.392532], [6.799029, 5.014143, 1.590792], [6.014108, 3.958721, 1.105481], [6.595849, 3.067330, 0.191708], [5.644437, 1.929700, 0.000442], [5.721460, 1.073875, 1.142800], [4.467745, 0.701456, 1.691972], [4.120307, 4.025184, 2.403023], [3.382806, 5.671937, 2.598991], [3.466901, 4.671296, 3.977482], [6.727821, 6.699958, 2.806559], [5.334387, 6.577795, 1.691375], [7.719034, 4.844483, 2.163556], [7.245108, 5.520199, 0.719315], [7.504786, 2.585678, 0.572701], [6.824370, 3.605994, -0.735084], [5.928389, 1.298951, -0.846592], [4.616753, 2.276839, -0.133311], [4.583302, 0.162089, 2.629024], [3.984286, 0.025246, 0.982319], [3.897585, 1.592180, 1.965914], [-2.489507, -6.868000, -1.510610], [-3.849505, -7.540098, -1.686415], [-4.901111, -6.585994, -1.876728], [-4.997325, -6.063777, -3.111429], [-4.274802, -6.304950, -4.025967], [-6.109615, -4.990020, -3.234665], [-5.457148, -3.822752, -3.092520], [-6.722646, -5.063552, -4.398090], [-7.001815, -5.046845, -2.247212], [-2.141631, -6.323517, -2.385341], [-1.764587, -7.574656, -1.107369], [-2.586945, -6.119993, -0.718108], [-3.983598, -8.147122, -0.790544], [-3.803455, -8.309311, -2.459010], [2.014931, 2.651917, 0.124537], [1.009141, 1.708559, 0.804951], [0.392041, 2.437432, 1.861566], [1.053308, 2.516633, 3.004402], [2.118982, 2.024736, 3.235553], [0.263676, 3.413606, 3.988304], [-1.040571, 3.113932, 3.885779], [0.628529, 3.151073, 5.230545], [0.459325, 4.712153, 3.731453], [1.757324, 3.329028, -0.686995], [2.765938, 1.952549, -0.262627], [2.580488, 3.268227, 0.828818], [1.364956, 0.743532, 1.155656], [0.333400, 1.528570, -0.031629], [9.858160, -2.042469, 2.312065], [8.363574, -1.715119, 2.356369], [7.690621, -2.976352, 2.135445], [6.365966, -2.932239, 2.026378], [5.633309, -1.993760, 2.058357], [5.749884, -4.317416, 1.801318], [6.620787, -5.308804, 1.648131], [4.906957, -4.597266, 2.800943], [4.987562, -4.280840, 0.683870], [10.142101, -2.769572, 3.071638], [10.370046, -1.099735, 2.503028], [10.125669, -2.501040, 1.360750], [8.062076, -0.943018, 1.652467], [8.135513, -1.429192, 3.383929], [-7.006965, -7.343022, 1.330290], [-7.486758, -5.880123, 1.306184], [-6.618024, -4.944707, 1.959958], [-5.658614, -4.336066, 1.288448], [-5.412730, -4.545608, 0.133469], [-4.855881, -3.288838, 2.047455], [-5.115600, -2.083922, 1.579675], [-5.145264, -3.332717, 3.357463], [-3.544458, -3.516737, 1.950686], [-7.512548, -7.920643, 0.557879], [-7.160068, -7.886312, 2.265894], [-5.927181, -7.445585, 1.205087], [-8.460244, -5.843524, 1.784596], [-7.598800, -5.695199, 0.239386], [2.760473, -2.593107, -0.084111], [2.174657, -2.186623, -1.422404], [0.815921, -2.688666, -1.532084], [-0.184238, -2.029816, -1.020289], [-0.126834, -1.193135, -0.156492], [-1.566602, -2.499877, -1.495837], [-2.133795, -1.655963, -2.350453], [-1.436534, -3.668375, -2.157997], [-2.331512, -2.676088, -0.431512], [3.734169, -2.166307, 0.139227], [2.926973, -3.673738, -0.097632], [2.023225, -2.565688, 0.719168], [2.891028, -2.530808, -2.166675], [2.174554, -1.101712, -1.538634]],
  "forces_ev_per_angstrom": [[-0.026, -0.423, 0.307], [0.249, 1.367, -0.365], [1.700, -1.230, -1.423], [0.102, 0.707, 2.284], [-0.490, -0.325, 0.021], [-0.540, 1.926, 0.187], [0.023, -1.138, -1.672], [1.641, 0.453, 0.374], [-2.089, -0.673, 0.557], [-0.035, 0.148, 0.116], [-0.011, 0.251, -0.153], [0.093, -0.177, -0.133], [-0.246, -0.461, 0.170], [-0.914, 0.204, 0.790], [0.306, -0.217, -0.203], [-0.765, -0.365, -1.373], [-0.153, -0.773, -0.306], [0.357, -0.496, -0.217], [-0.187, 0.480, 0.205], [-0.011, 0.147, 0.599], [0.386, 0.586, -0.058], [0.024, -0.353, -0.150], [0.400, 0.454, 0.337], [-0.564, 0.272, -1.117], [0.757, -0.210, 0.389], [-1.148, -0.997, 0.321], [0.329, -1.164, -0.934], [0.228, 0.986, -0.244], [0.151, -1.842, 1.033], [-0.661, 0.900, 0.845], [0.672, -0.991, 0.292], [0.119, -0.298, -0.984], [0.421, 0.253, 0.218], [-0.446, -0.296, 0.332], [0.088, 0.076, 0.060], [0.452, 0.758, 0.405], [0.234, 0.296, -0.415], [0.015, 0.250, 0.679], [0.127, 0.325, -0.143], [-0.726, 0.937, -0.450], [0.346, -0.161, -0.082], [0.457, 0.458, -0.445], [-0.595, 0.135, -0.135], [-0.306, 0.246, 0.032], [0.229, -0.437, 0.200], [-0.081, 0.445, 0.195], [0.167, 0.427, 0.856], [-0.307, 0.819, -0.794], [0.616, -1.520, -0.324], [0.586, 1.328, -0.916], [-0.100, -0.117, 1.019], [0.351, 0.030, 0.050], [-0.464, -0.975, 0.314], [0.383, 0.169, 0.396], [0.164, 0.373, -0.007], [-0.259, -0.040, 0.041], [0.253, 0.082, -0.438], [0.151, -0.507, -0.031], [-0.288, 0.280, 0.240], [-0.445, 0.081, 0.325], [-0.352, -1.360, 0.379], [-0.261, 0.393, -0.160], [0.222, 0.416, 0.133], [0.022, -0.162, -0.166], [0.025, 0.319, -0.348], [0.251, 0.130, -0.074], [0.488, -0.093, -0.141], [-0.547, 0.168, 0.089], [-0.190, -0.197, -0.493], [-0.485, 0.651, 0.562], [1.630, -0.676, 0.067], [-0.545, -0.091, -0.501], [0.143, -0.561, 0.827], [0.085, -0.063, -0.491], [0.948, -0.299, 1.336], [-0.295, 0.313, -0.514], [-0.074, 0.233, -0.204], [-0.351, -0.182, -0.241], [0.123, -0.366, -0.138], [0.096, -0.149, -0.464], [-0.107, 0.068, -0.017], [-0.918, 0.586, 0.263], [-0.303, 0.471, -0.529], [1.983, -1.023, 0.599], [0.317, 1.390, -1.778], [-1.102, 0.002, 0.517], [0.166, 0.093, -0.924], [-0.166, 0.067, 0.557], [-0.165, -0.987, -0.165], [0.069, 0.451, 0.130], [0.265, 0.229, 0.333], [-0.121, -0.079, -0.002], [-0.942, -0.383, 0.056], [-0.067, 0.335, -0.359], [-0.124, -0.141, 0.238], [0.452, 0.253, 0.097], [-0.947, -0.190, 0.893], [-0.623, 0.151, -0.163], [1.040, -0.657, 0.923], [-0.896, 0.065, -0.350], [0.533, -0.272, -0.143], [0.204, 0.392, 0.139], [-0.713, -0.402, -0.548], [0.056, 0.050, 0.273], [0.325, -0.149, 0.221], [0.516, -0.001, 0.129], [-0.183, 0.131, 0.199], [0.357, -0.159, -0.223], [0.130, 0.382, -0.150], [-0.212, -0.164, -0.062], [-0.312, 0.367, -0.170], [0.658, -0.200, 0.862], [0.102, -1.554, -0.914], [-0.205, 0.263, 1.123], [-0.428, -1.005, -1.701], [0.284, 0.231, 0.001], [0.188, -0.471, 1.411], [-0.132, 0.431, -0.189], [-0.153, 0.285, 0.010], [-0.051, -0.093, -0.364], [0.022, 0.165, -0.129], [-0.401, 0.371, 0.174], [-0.010, 0.317, -0.515], [0.095, 0.494, 0.191], [0.100, 0.847, 0.117], [-0.606, -1.530, 0.147], [0.633, 1.095, 1.531], [0.907, -0.708, -1.881], [0.143, 0.895, 1.494], [0.094, 0.233, -0.503], [0.704, -1.162, -0.589], [-0.139, 0.487, 0.154], [-0.340, -0.043, 0.260], [-0.357, 0.035, -0.166], [-0.255, 0.411, 0.120], [0.192, -0.008, -0.402], [0.227, 0.999, 0.156], [-1.019, -0.638, -0.661], [-0.419, 0.089, 0.142]],
  "mulliken_charge": [-0.704, -0.282, -0.330, -0.608, -0.403, 0.136, -0.684, -0.022, -0.447, 0.288, 0.295, 0.259, 0.036, 0.434, 0.352, 0.397, 0.098, 0.214, 0.337, 0.182, 0.422, 0.389, -0.584, -0.788, -0.356, -0.411, -0.958, -0.185, -0.536, 0.738, -0.460, -0.601, 0.321, 0.442, 0.241, 0.324, 0.434, 0.464, 0.377, 0.236, 0.444, 0.364, -0.763, 0.264, 0.098, 0.383, -0.552, -0.426, -0.519, -0.650, -0.064, -0.892, 0.018, -0.367, 0.120, 0.307, 0.304, 0.176, 0.361, 0.317, 0.350, 0.347, 0.308, 0.436, 0.381, -0.215, 0.308, -0.033, -0.038, -1.064, -0.362, -0.165, 0.360, -0.552, 0.855, -0.212, -0.267, -0.237, 0.303, 0.457, 0.185, 0.390, 0.324, -0.167, 0.854, -0.057, 0.192, -0.509, 0.958, -0.274, -0.276, -0.238, 0.113, -0.015, 0.058, 0.293, -0.811, -1.342, 0.045, -0.220, 0.271, -0.439, 0.907, -0.247, -0.258, -0.263, 0.327, 0.392, 0.340, 0.204, 0.268, -1.020, 0.039, -0.322, 0.330, -0.499, 0.927, -0.242, -0.270, -0.242, 0.334, 0.369, 0.185, 0.313, 0.088, -1.074, -0.027, -0.339, 0.708, -0.533, 0.638, -0.209, -0.270, -0.214, 0.152, 0.421, 0.341, 0.472, -0.001]
}